Entry from the Open Molecules 2025 dataset: a 2-piece molecular cluster, C3H3NO overall at a distorted geometry (ωB97M-V/def2-TZVPD).

Values from the calculation:
* total energy: -246.019036 a.u.
* SMILES: N=C=O.C#C
* energy relative to the best compared isomer or geometry (same formula, charge and spin): 1.973 eV

Bonds (Å) are listed after each position.
Cartesian coordinates (Å):
1 C -0.05 1.31 -1.15  N4 1.185, O5 1.166
2 C -0.51 -1.84 1.49  C3 1.226, H6 1.020
3 C 0.10 -1.49 0.49  C2 1.226, H8 1.061
4 N 0.39 2.28 -0.63  C1 1.185, H7 1.087
5 O -0.63 0.43 -1.65  C1 1.166
6 H -1.18 -2.06 2.23  C2 1.020
7 H 1.35 2.69 -0.31  N4 1.087
8 H 0.53 -1.32 -0.46  C3 1.061